(1)
# C23H18F4N2O3

A cluster of 2 separate species, C23H18F4N2O3 in total at a distorted geometry (ωB97M-V/def2-TZVPD, the Open Molecules 2025 dataset).

Highest occupied orbital energy: -6.189 eV
Electronic energy: -1621.81566 Eh
Largest force on an atom: 0.0716 Eh/bohr
Gap between HOMO and LUMO: 3.972 eV

Atoms and positions in Å:
C -1.10422 2.88640 -0.47604
O -0.97310 1.56272 0.10421
C -0.47335 0.50695 -0.53310
C -0.94178 -0.74161 -0.07177
N -0.45103 -1.97511 -0.39362
C 0.57182 -2.31256 -1.35272
C -1.05162 -2.94434 0.39953
C -0.80204 -4.30922 0.48788
C -1.60526 -5.04745 1.36769
C -2.61225 -4.41761 2.12114
C -2.83049 -3.03010 2.03349
C -2.01271 -2.30912 1.16346
N -1.94123 -0.95347 0.85575
C -2.81979 0.03388 1.43200
C 0.37367 0.68569 -1.73571
C 1.75631 0.48262 -1.63326
C 2.60412 0.75852 -2.70327
C 2.08299 1.22057 -3.91314
C 0.69676 1.35528 -4.05501
C -0.15675 1.07656 -2.98817
H -2.16323 3.01870 -0.70998
H -0.79704 3.59402 0.29676
H -0.46995 3.00140 -1.36214
H 0.47657 -3.38784 -1.52273
H 0.41843 -1.78810 -2.30271
H 1.56961 -2.10473 -0.94282
H -0.00835 -4.75918 -0.10618
H -1.44696 -6.12096 1.46821
H -3.23071 -5.02102 2.78784
H -3.60580 -2.51125 2.59961
H -3.60942 -0.51627 1.95295
H -2.28566 0.67364 2.14507
H -3.28043 0.64558 0.64805
H 2.14340 0.07118 -0.70363
H 3.67662 0.60337 -2.58455
H 2.74833 1.43169 -4.75480
H 0.27096 1.68487 -5.00610
H -1.24184 1.15400 -3.08475
O 3.08179 4.72867 1.51689
C 2.51939 3.62699 1.59918
C 3.13531 2.39013 1.14603
F 4.34792 2.49502 0.57102
C 2.56640 1.17910 1.36424
F 3.28888 0.03858 1.18152
C 1.19795 1.00491 1.83441
O 0.66113 -0.11100 1.96089
C 0.58867 2.25324 2.27332
F -0.64874 2.15521 2.81573
C 1.18665 3.46351 2.16513
F 0.60012 4.57795 2.64421



(2)
# C23H18FN5O2

An isolated molecule of C23H18FN5O2 at a distorted geometry (ωB97M-V/def2-TZVPD, the Open Molecules 2025 dataset).

Highest occupied orbital energy: -8.597 eV
Electronic energy: -1411.34572 Eh
Largest force on an atom: 0.0771 Eh/bohr
Gap between HOMO and LUMO: 8.670 eV

Atoms and positions in Å:
O 0.54195 -0.78174 1.94594
C -0.02473 -0.42089 0.91977
N 0.21065 0.86099 0.40739
C 0.86070 2.04178 1.05863
C 2.35808 1.70962 1.20525
C 3.07089 2.98802 1.75813
C 3.57828 3.77913 0.59664
C 4.95155 3.98228 0.49567
C 5.49610 4.57480 -0.62253
C 4.66903 5.06909 -1.64564
C 3.27833 4.96148 -1.52691
C 2.70733 4.32381 -0.40202
N 1.31213 4.30335 -0.30088
C 0.44098 5.21692 -0.88696
C -0.81272 4.70466 -0.71776
N -0.78225 3.53489 -0.00251
C 0.49455 3.30643 0.27364
C -0.94193 -1.33264 0.19998
C -1.01615 -2.70913 0.52090
C -1.77944 -3.57814 -0.19339
O -1.76419 -4.88769 0.18098
C -2.94196 -5.58825 0.03237
C -2.86961 -6.86162 -0.49748
C -4.00833 -7.65190 -0.61896
C -5.26738 -7.15748 -0.20144
C -5.34127 -5.87822 0.39998
C -4.20642 -5.09540 0.47353
F -4.35329 -3.87933 1.05882
C -2.49551 -3.06008 -1.29620
N -2.40761 -1.75927 -1.61958
N -1.66575 -0.91712 -0.87311
H -0.45782 1.08847 -0.34331
H 0.43643 2.11167 2.05786
H 2.79877 1.33217 0.26461
H 2.52425 0.88038 1.88089
H 3.87673 2.65622 2.38302
H 2.43803 3.60732 2.43674
H 5.64494 3.63389 1.28113
H 6.59099 4.74393 -0.64439
H 5.15206 5.47021 -2.52149
H 2.64051 5.28541 -2.35128
H 0.68347 6.11519 -1.44223
H -1.71932 5.13142 -1.15472
H -0.46457 -3.08613 1.36687
H -1.86981 -7.24729 -0.82184
H -3.96103 -8.68070 -0.97790
H -6.18206 -7.71455 -0.32725
H -6.30682 -5.43846 0.65399
H -3.11675 -3.68753 -1.86298



Q: Among the records above, which one has the highest largest force on an atom?
A: C23H18FN5O2